Version w
Here is a cluster of 2 separate species, C11H18O in total from the OMol25 dataset. Energies are from ωB97M-V/def2-TZVPD.

Structure (XYZ):
```
30
C11H18O (ωB97M-V/def2-TZVPD)
C 0.2817 -0.9321 2.4468
C -0.8896 -1.5698 2.2091
C -2.0096 -0.9609 1.4375
C -0.9684 -3.0506 2.2839
C -0.4828 -3.5144 0.9062
O -1.1890 -3.8982 -0.0062
H 1.2238 -1.4607 2.5765
H 0.2923 0.1431 2.3622
H -2.1897 0.0583 1.8103
H -2.9316 -1.5382 1.4835
H -1.7570 -0.9070 0.3628
H -0.3424 -3.4315 3.1004
H -2.0116 -3.3533 2.4610
H 0.6296 -3.4466 0.8047
C -1.7943 3.1535 -0.5585
C -0.4900 3.1192 -0.8183
C 0.3905 1.9464 -0.4400
C 0.9049 1.2433 -1.6500
C 2.1944 1.2051 -1.9859
C 2.7921 0.3891 -3.0776
H -2.2852 2.3069 -0.0809
H -2.4118 3.9923 -0.8575
H 0.0060 3.9383 -1.3426
H 1.2481 2.3051 0.1511
H -0.1666 1.2420 0.2099
H 0.1829 0.7196 -2.2646
H 2.8908 1.7803 -1.3836
H 2.9603 0.9638 -4.0014
H 3.7857 0.0162 -2.7665
H 2.1363 -0.4592 -3.3724
```

- HOMO (eV) = -9.17
- SMILES string = C=C(C)CC=O.C=CC/C=C/C
- gap between HOMO and LUMO (eV) = 10.02
- LUMO energy (eV) = 0.85



Version x
Here is a cluster of 2 separate species, C11H18O in total from the OMol25 dataset. Energies are from ωB97M-V/def2-TZVPD.

Structure (XYZ):
```
30
C11H18O (ωB97M-V/def2-TZVPD)
C -3.3604 1.4484 -1.7839
C -2.7174 0.2665 -1.0805
C -1.4174 -0.1061 -1.4066
C -0.7599 -1.0857 -0.6604
C -1.4398 -1.7942 0.3080
O -0.8271 -2.6444 1.1840
C -2.8019 -1.5455 0.4793
C -3.4267 -0.4812 -0.1365
H -3.4618 2.2899 -1.0860
H -4.4125 1.1681 -1.8854
H -2.7946 1.8079 -2.6317
H -1.0065 0.4401 -2.2467
H 0.2951 -1.2201 -0.8518
H 0.1250 -2.6492 1.0157
H -3.3225 -2.1453 1.2161
H -4.4329 -0.1990 0.1478
C 2.6999 0.9558 -0.7017
C 2.1829 0.5409 0.6959
C 2.3404 -0.9597 0.9494
C 2.8118 1.3677 1.8073
H 2.8704 0.0401 -1.2836
H 3.7120 1.3561 -0.6256
H 1.9487 1.5305 -1.2285
H 1.1067 0.7405 0.7324
H 3.3920 -1.2574 0.8998
H 1.8063 -1.2333 1.8616
H 1.9079 -1.5365 0.1297
H 3.9084 1.4075 1.7771
H 2.6029 2.4285 1.6111
H 2.4709 1.0693 2.7938
```

- HOMO (eV) = -8.29
- SMILES string = Cc1ccc(O)cc1.CC(C)C
- gap between HOMO and LUMO (eV) = 9.16
- LUMO energy (eV) = 0.88



The least stable of them is version w.



Version w
Here is a cluster of 2 separate species, ClH2O2PS in total from the OMol25 dataset. Energies are from ωB97M-V/def2-TZVPD.

Structure (XYZ):
```
7
ClH2O2PS (ωB97M-V/def2-TZVPD)
O 2.0006 2.0325 0.1111
P 0.8113 1.4911 0.7336
S -0.9831 1.4252 0.0766
Cl 1.1836 0.6864 2.6731
O -0.6328 -1.9315 -1.0818
H -1.2084 -1.2376 -0.9786
H -1.1713 -2.4660 -1.5340
```

- HOMO (eV) = -10.66
- SMILES string = O=P(=S)Cl.O
- gap between HOMO and LUMO (eV) = 9.52
- LUMO energy (eV) = -1.14



Version x
Here is a cluster of 2 separate species, ClH2O2PS in total from the OMol25 dataset. Energies are from ωB97M-V/def2-TZVPD.

Structure (XYZ):
```
7
ClH2O2PS (ωB97M-V/def2-TZVPD)
O 2.4530 0.5649 1.0385
P 3.3597 -0.0143 0.0632
O 2.4597 -1.0445 -0.8114
S 5.2203 0.1442 -0.2747
H 1.4666 -1.1106 -0.4737
Cl -1.3878 -0.9230 0.3434
H -0.7431 -0.3039 1.1913
```

- HOMO (eV) = -10.53
- SMILES string = O=P(O)=S.Cl
- gap between HOMO and LUMO (eV) = 10.28
- LUMO energy (eV) = -0.24



The least stable of them is version w.



Version w
Here is a cluster of 2 separate species, C11H15NOS in total from the OMol25 dataset. Energies are from ωB97M-V/def2-TZVPD.

Structure (XYZ):
```
29
C11H15NOS (ωB97M-V/def2-TZVPD)
C -3.7763 0.0574 -0.5323
C -3.0408 -1.1190 -0.6221
C -3.3608 1.1032 0.3232
C -1.8772 -1.2374 0.2047
C -2.2798 0.9410 1.1224
C -1.4311 -0.1704 0.9384
C -0.1125 -0.1835 -2.1751
C 0.4062 0.5139 -1.2166
C 3.3898 -0.6660 -0.5428
C 2.9818 0.8362 1.2624
C 1.1774 -0.5409 0.4164
N 2.5309 -0.2638 0.5817
O 0.2350 1.1708 2.3939
S 0.1198 -0.2416 1.8849
H -4.7549 0.1568 -0.9299
H -3.3995 -1.9987 -1.2583
H -4.0613 2.0562 0.3127
H -1.3236 -2.1545 0.1042
H -1.9202 1.5879 1.8354
H -0.4025 0.1941 -3.1139
H -0.5226 -1.2069 -1.9171
H 0.8475 1.4496 -1.0363
H 4.1312 -1.3663 -0.2819
H 2.7239 -1.3218 -1.1935
H 3.6310 0.2785 -1.0906
H 2.6214 1.7465 0.6272
H 2.4983 1.0789 2.2590
H 4.0689 0.8457 1.4977
H 0.8999 -1.5457 0.1462
```

- HOMO (eV) = -7.73
- gap between HOMO and LUMO (eV) = 8.44
- LUMO energy (eV) = 0.70



Version x
Here is the molecule C11H15NOS from the OMol25 dataset. Energies are from ωB97M-V/def2-TZVPD.

Structure (XYZ):
```
29
C11H15NOS (ωB97M-V/def2-TZVPD)
C -3.2665 0.8386 -0.8632
C -2.8118 0.8236 -2.0957
C 1.2120 0.7697 0.7355
C 2.1472 -0.1029 0.2707
C -2.6653 0.2666 0.3728
C 0.0350 0.1591 1.4812
C 2.0398 -1.5409 0.4798
C -0.5602 -0.9009 0.5818
C 1.2008 2.2887 0.5006
C 3.2688 0.4134 -0.6032
C -2.2058 -1.9351 -0.6857
N -1.9122 -0.9289 0.2426
O -2.8572 0.7800 1.4599
S 0.3241 -2.1883 -0.0529
H -3.9035 1.6949 -0.7550
H -1.8774 0.2148 -2.5023
H 0.4327 -0.3272 2.4001
H -0.7950 0.8466 1.6194
H 2.6813 -2.1555 -0.1315
H 2.1024 -1.7425 1.6360
H 0.8551 2.2633 -0.5959
H 2.2184 2.6196 0.4093
H 0.4953 2.6371 1.2602
H 4.1988 -0.1244 -0.5480
H 3.4538 1.3998 -0.0706
H 3.0093 0.7304 -1.5608
H -3.2698 -1.9256 -0.9717
H -1.6098 -1.8017 -1.6149
H -1.9407 -3.0724 -0.3982
```

- HOMO (spin up / spin down) (eV) = -5.64 / -5.65
- gap between HOMO and LUMO (spin up / spin down) (eV) = 4.69 / 4.69
- LUMO energy (spin up / spin down) (eV) = -0.95 / -0.95



The least stable of them is version x.



Version w
Here is the ion C6H10O with charge +1 from the OMol25 dataset. Energies are from ωB97M-V/def2-TZVPD.

Structure (XYZ):
```
17
C6H10O (ωB97M-V/def2-TZVPD)
C 0.1985 1.9507 -1.3892
C -0.0299 0.9978 -0.2770
C -0.4998 -0.2649 -0.5463
C -0.5446 -1.2754 0.4441
C -0.0865 -2.5499 0.1891
O -0.1132 -3.4324 1.1563
C 0.2758 1.5217 1.0793
H 1.1295 2.5119 -1.3176
H 0.1988 1.4952 -2.3832
H -0.6274 2.6706 -1.3577
H -0.6975 -0.5709 -1.5666
H -0.9786 -1.0637 1.4125
H 0.2562 -2.8955 -0.7818
H 0.4523 -4.2019 0.9914
H -0.5436 1.3552 1.7662
H 0.4108 2.6064 1.0572
H 1.1991 1.1453 1.5232
```

- 2S+1 = 2
- HOMO (spin up / spin down) (eV) = -13.59 / -14.91
- <S²> = 0.77
- gap between HOMO and LUMO (spin up / spin down) (eV) = 9.61 / 7.86
- LUMO energy (spin up / spin down) (eV) = -3.98 / -7.05
- charge = +1



Version x
Here is a structure of composition C6H10O from the OMol25 dataset. Energies are from ωB97M-V/def2-TZVPD.

Structure (XYZ):
```
17
C6H10O (ωB97M-V/def2-TZVPD)
O -1.6144 -1.0407 3.4440
C -1.2356 -0.9239 2.3298
C -0.8467 0.3846 1.6507
C 0.0059 0.0664 0.3390
C -0.2425 1.0956 -0.7315
C 1.5546 -0.0049 -2.1778
C 0.1749 0.0985 -1.6050
H -1.2098 -1.7980 1.6461
H -0.6221 1.2934 2.1885
H -1.9249 0.2097 1.3635
H 1.0157 0.1807 0.7448
H -0.2109 -1.0010 0.2724
H 1.6227 -0.7970 -2.9110
H 0.1602 2.0923 -0.6201
H 1.6769 0.9709 -2.6563
H 2.2427 -0.1782 -1.3510
H -0.5468 -0.6486 -1.9263
```

- 2S+1 = 2
- HOMO (spin up / spin down) (eV) = -13.70 / -13.67
- <S²> = 0.76
- gap between HOMO and LUMO (spin up / spin down) (eV) = 8.03 / 6.84
- LUMO energy (spin up / spin down) (eV) = -5.67 / -6.83
- charge = +1



The least stable of them is version x.



Version w
Here is the molecule CH2OS2 from the OMol25 dataset. Energies are from ωB97M-V/def2-TZVPD.

Structure (XYZ):
```
6
CH2OS2 (ωB97M-V/def2-TZVPD)
O -0.4018 -1.9433 -0.5245
C -0.1202 -0.8091 -0.1234
S 1.3825 -0.4020 0.2280
S -1.3822 0.5563 -0.2332
H 1.4108 0.9818 0.4542
H -0.8891 1.6163 0.1988
```

- HOMO (eV) = -10.15
- SMILES string = O=C(S)S
- gap between HOMO and LUMO (eV) = 10.35
- LUMO energy (eV) = 0.19



Version x
Here is the molecule CH2OS2 from the OMol25 dataset. Energies are from ωB97M-V/def2-TZVPD.

Structure (XYZ):
```
6
CH2OS2 (ωB97M-V/def2-TZVPD)
O 0.3080 1.4481 -0.0303
C 0.4084 0.1125 -0.0194
S 1.8381 -0.6704 -0.0417
S -1.2080 -0.6703 -0.0501
H -0.6480 1.7068 -0.0044
H -0.6985 -1.9267 0.1460
```

- HOMO (eV) = -9.05
- SMILES string = OC(=S)S
- gap between HOMO and LUMO (eV) = 9.23
- LUMO energy (eV) = 0.19



The least stable of them is version w.